No. 1
Entry from the Open Molecules 2025 dataset: a cluster of 2 separate species, C3H10NO3S in total in a non-equilibrium geometry (ωB97M-V with the def2-TZVPD basis set).

Atoms and positions in Å:
O 0.868 2.685 -0.222
C 0.151 2.050 0.414
O -0.834 2.313 1.313
C 0.196 0.451 0.488
C -1.219 0.026 0.724
S -1.478 -1.627 1.421
N 0.738 -0.056 -0.805
H -1.242 3.204 1.450
H 0.788 0.031 1.360
H -1.645 0.717 1.526
H -1.927 0.173 -0.193
H -2.860 -1.676 1.375
H 0.032 -0.057 -1.517
H 1.527 0.503 -1.148
H 1.119 -1.039 -0.745
H 2.389 -2.361 -2.395
H 1.465 -3.116 -1.441
O 1.933 -2.222 -1.607

Properties
energy above the lowest of the compared OMol25 structures with the same formula, charge and spin = 1.588 eV
net charge = +1
LUMO energy = -3.24 eV
orbital gap = 9.4 eV

Results of the Mulliken charge analysis, in e, for atoms 1 through 2: number 1, O, carries -0.4224; number 2, C, carries 0.4188

No. 2
Entry from the Open Molecules 2025 dataset: a structure of composition C15H52AsF6N16O10 in a non-equilibrium geometry (ωB97M-V with the def2-TZVPD basis set).

Atoms and positions in Å:
As 0.999 -0.332 -0.031
F -0.693 0.028 0.053
F 1.065 0.118 -1.697
F 2.664 -0.729 0.010
F 0.975 -0.729 1.684
F 0.572 -1.985 -0.371
F 1.292 1.341 0.407
C 0.093 4.799 -0.254
O -0.615 5.568 -0.890
N 1.394 5.088 0.097
N -0.344 3.588 0.184
H 1.764 5.960 -0.235
H 2.043 4.318 0.135
H -1.313 3.412 -0.014
H 0.225 2.776 0.380
C -5.275 0.899 -0.012
O -6.059 -0.030 0.072
N -3.950 0.743 -0.328
N -5.643 2.203 0.224
H -3.620 -0.215 -0.323
H -3.289 1.489 -0.422
H -5.029 2.965 0.015
H -6.574 2.356 0.560
C -3.135 -3.129 -0.670
O -3.607 -2.190 -0.023
N -1.811 -3.344 -0.891
N -3.924 -4.218 -0.945
H -1.155 -2.632 -0.609
H -1.522 -4.194 -1.334
H -4.908 -4.118 -0.768
H -3.629 -4.939 -1.576
C 4.274 -2.160 2.950
O 5.004 -2.876 3.627
N 4.763 -1.191 2.115
N 2.919 -2.188 3.063
H 5.744 -1.184 1.916
H 4.123 -0.731 1.486
H 2.527 -2.765 3.783
H 2.317 -1.568 2.543
C 4.113 1.567 -2.820
O 4.500 0.559 -2.247
N 4.937 2.573 -3.245
N 2.799 1.769 -3.165
H 5.891 2.571 -2.934
H 4.546 3.472 -3.463
H 2.596 2.400 -3.920
H 2.084 1.118 -2.880
C -2.850 -1.694 3.396
O -2.445 -1.649 4.559
N -4.127 -2.089 3.099
N -2.074 -1.407 2.323
H -4.456 -2.257 2.164
H -4.670 -2.375 3.891
H -1.101 -1.226 2.489
H -2.482 -1.511 1.401
C 2.707 -2.471 -3.715
O 2.300 -3.611 -3.905
N 2.507 -1.465 -4.645
N 3.588 -2.097 -2.749
H 3.040 -0.621 -4.533
H 1.930 -1.521 -5.462
H 3.756 -1.113 -2.543
H 3.967 -2.837 -2.190
C 0.893 3.156 3.693
C 2.085 2.283 4.049
C 1.654 1.103 4.906
O 0.920 1.534 6.031
C 0.369 0.489 6.794
N 2.747 1.801 2.824
H 1.194 4.018 3.098
H 0.420 3.466 4.624
H 0.157 2.576 3.128
H 2.845 2.868 4.579
H 2.502 0.471 5.196
H 0.975 0.500 4.283
H 0.625 -0.481 6.359
H -0.721 0.564 6.775
H 0.714 0.505 7.829
H 2.036 1.665 2.107
H 3.166 0.893 2.997
C -2.875 -2.095 -4.401
C -2.207 -0.754 -4.659
C -2.274 0.206 -3.495
O -1.930 1.523 -3.881
C -1.999 2.418 -2.799
N -0.809 -0.973 -5.066
H -3.711 -1.990 -3.696
H -2.243 -2.833 -3.895
H -3.264 -2.569 -5.299
H -2.703 -0.385 -5.561
H -1.556 -0.093 -2.720
H -3.297 0.170 -3.096
H -1.273 2.207 -2.007
H -3.043 2.418 -2.461
H -1.806 3.454 -3.084
H -0.255 -1.143 -4.228
H -0.391 -0.137 -5.460
O 0.914 -4.382 1.580
H 1.499 -5.059 1.227
H 0.923 -3.683 0.916

Properties
net charge = -1
LUMO energy = 1.94 eV
orbital gap = 8.8 eV

Results of the Mulliken charge analysis, in e, for atoms 1 through 2: number 1, As, carries 2.2054; number 2, F, carries -0.2691

No. 3
Entry from the Open Molecules 2025 dataset: a structure of composition C5H9O in a non-equilibrium geometry (ωB97M-V with the def2-TZVPD basis set).

Atoms and positions in Å:
C -0.066 0.870 -1.495
C 0.375 -0.303 -1.055
C -0.937 1.561 -0.628
C -0.676 0.258 0.923
C 0.995 -1.631 0.918
O -0.006 -0.731 0.236
H 0.170 1.247 -2.407
H 1.028 -1.038 -1.506
H -0.443 2.628 -0.349
H -1.938 1.586 -0.663
H -0.228 0.796 1.849
H -1.752 0.011 1.182
H 0.428 -1.862 1.963
H 1.143 -2.420 0.128
H 1.906 -0.973 0.905

Properties
energy above the lowest of the compared OMol25 structures with the same formula, charge and spin = 3.560 eV
net charge = +1
LUMO energy = -3.18 eV
orbital gap = 11.4 eV

Results of the Mulliken charge analysis, in e, for atoms 1 through 2: number 1, C, carries -0.2479; number 2, C, carries -0.0928

No. 4
Entry from the Open Molecules 2025 dataset: a cluster of 3 separate species, C26H51IN7O3 in total in a non-equilibrium geometry (ωB97M-V with the def2-TZVPD basis set).

Atoms and positions in Å:
C 1.175 -3.803 -3.679
C 1.384 -2.802 -2.514
C 1.811 -1.376 -2.994
I 2.812 -0.454 -1.296
C 0.615 -0.567 -3.429
N -0.574 -1.157 -3.371
C -1.433 -0.169 -3.772
N -2.737 -0.420 -3.786
N -3.208 -1.686 -3.425
C -3.400 -1.834 -1.967
C -4.425 -1.974 -4.196
C -4.218 -2.785 -5.489
O -5.473 -1.566 -3.841
N -0.768 0.938 -4.092
N 0.546 0.685 -3.860
H 1.864 -3.573 -4.507
H 1.432 -4.807 -3.305
H 0.141 -3.854 -4.049
H 2.218 -3.188 -1.904
H 0.524 -2.757 -1.829
H 2.541 -1.551 -3.800
H -3.386 0.295 -4.106
H -4.244 -1.261 -1.556
H -2.447 -1.582 -1.476
H -3.543 -2.909 -1.769
H -4.007 -2.056 -6.288
H -5.097 -3.409 -5.676
H -3.297 -3.370 -5.341
H -1.195 1.788 -4.434
H 1.318 1.332 -3.973
C -4.331 -3.490 4.245
C -3.562 -4.056 3.023
C -2.466 -5.019 3.501
C -1.263 -4.320 4.127
C -0.719 -3.235 3.201
C -1.797 -2.246 2.741
N -3.010 -2.932 2.209
O -2.729 -3.387 1.017
C -2.173 -1.321 3.917
C -1.190 -1.297 1.705
C -4.613 -4.862 2.252
H -3.726 -3.451 5.150
H -4.719 -2.490 4.046
H -5.197 -4.105 4.492
H -2.112 -5.619 2.654
H -2.887 -5.729 4.216
H -1.529 -3.891 5.097
H -0.479 -5.052 4.328
H 0.087 -2.697 3.705
H -0.266 -3.719 2.328
H -3.002 -0.663 3.647
H -1.328 -0.686 4.186
H -2.442 -1.853 4.825
H -0.768 -1.828 0.850
H -0.378 -0.717 2.144
H -1.939 -0.591 1.336
H -5.414 -4.217 1.886
H -5.060 -5.618 2.898
H -4.188 -5.396 1.401
C 1.972 4.763 1.680
C 2.703 4.165 0.451
C 3.826 3.231 0.921
C 5.042 3.965 1.477
C 5.538 5.023 0.494
C 4.432 5.984 0.040
N 3.208 5.264 -0.421
O 3.448 4.765 -1.604
C 4.086 6.946 1.195
C 4.992 6.905 -1.051
C 1.637 3.323 -0.254
H 2.610 4.840 2.560
H 1.565 5.751 1.462
H 1.123 4.147 1.981
H 4.157 2.605 0.083
H 3.440 2.540 1.677
H 4.806 4.424 2.442
H 5.843 3.248 1.675
H 6.355 5.586 0.949
H 5.964 4.513 -0.377
H 3.241 7.585 0.932
H 4.932 7.600 1.411
H 3.856 6.445 2.132
H 5.390 6.351 -1.901
H 5.812 7.504 -0.654
H 4.224 7.590 -1.416
H 0.815 3.947 -0.613
H 1.217 2.580 0.427
H 2.040 2.767 -1.102

Properties
net charge = +1
multiplicity = 3
LUMO energy (alpha / beta) = -3.15 / -3.15 eV
orbital gap (alpha / beta) = 7.4 / 8.2 eV

Results of the Mulliken charge analysis, in e, for atoms 1 through 2: number 1, C, carries -1.1971; number 2, C, carries -0.3036

No. 5
Entry from the Open Molecules 2025 dataset: the molecule C13H22N2O2S in a non-equilibrium geometry (ωB97M-V with the def2-TZVPD basis set).

Atoms and positions in Å:
C 2.616 0.248 4.948
C 1.358 -0.604 4.829
C 0.110 0.204 4.470
C 0.174 0.947 3.134
C 0.326 0.015 1.934
C 0.342 0.759 0.598
C -1.011 1.384 0.217
C -2.071 0.336 0.112
O -2.907 0.098 0.945
N -2.078 -0.462 -1.045
C -1.383 -0.361 -2.192
N -0.473 0.500 -2.456
C 0.074 0.395 -3.703
O 0.936 1.103 -4.144
C -0.531 -0.762 -4.549
C 0.569 -1.754 -4.904
C -1.191 -0.179 -5.792
S -1.775 -1.533 -3.460
H 3.445 -0.353 5.314
H 2.900 0.664 3.985
H 2.454 1.068 5.644
H 1.519 -1.389 4.087
H 1.175 -1.098 5.786
H -0.067 0.937 5.261
H -0.749 -0.471 4.450
H -0.753 1.514 3.032
H 1.000 1.661 3.146
H -0.487 -0.714 1.943
H 1.266 -0.533 2.022
H 0.644 0.077 -0.197
H 1.081 1.561 0.640
H -1.321 2.097 0.981
H -0.897 1.890 -0.741
H -2.790 -1.187 -1.021
H 0.184 -2.538 -5.554
H 1.366 -1.222 -5.420
H 0.982 -2.211 -4.007
H -1.568 -0.972 -6.434
H -0.452 0.403 -6.340
H -2.016 0.477 -5.519

Properties
energy above the lowest of the compared OMol25 structures with the same formula, charge and spin = 0.131 eV
net charge = 0
SMILES string = CCCCCCCC(=O)NC1=NC(=O)C(C)(C)S1
LUMO energy = 0.27 eV
orbital gap = 10.1 eV

Results of the Mulliken charge analysis, in e, for atoms 1 through 2: number 1, C, carries -1.1590; number 2, C, carries -0.4136

No. 6
Entry from the Open Molecules 2025 dataset: a cluster of 3 separate species, C4H16NO2 in total in a non-equilibrium geometry (ωB97M-V with the def2-TZVPD basis set).

Atoms and positions in Å:
C 2.020 1.359 0.045
C 1.305 0.059 0.166
N -0.166 0.157 -0.061
C -0.740 -0.220 -1.441
C -1.823 0.765 -1.874
H 3.091 1.179 -0.076
H 1.765 2.074 0.828
H 1.846 1.977 -0.850
H 1.736 -0.753 -0.422
H 1.473 -0.423 1.130
H -0.529 1.113 0.205
H -0.559 -0.502 0.628
H -1.128 -1.220 -1.298
H 0.140 -0.129 -2.070
H -1.519 1.805 -1.873
H -2.058 0.404 -2.884
H -2.718 0.703 -1.260
H -2.922 -0.151 1.792
H -2.055 1.024 2.079
O -1.963 0.033 1.969
H 1.855 -3.646 1.277
H 1.387 -2.849 2.476
O 1.562 -2.760 1.511

Properties
energy above the lowest of the compared OMol25 structures with the same formula, charge and spin = 0.703 eV
net charge = 0
multiplicity = 2
LUMO energy (alpha / beta) = 0.42 / 0.28 eV
orbital gap (alpha / beta) = 3.2 / 11.0 eV

Results of the Mulliken charge analysis, in e, for atoms 1 through 2: number 1, C, carries -1.3547; number 2, C, carries -0.8186

So what do the calculations give for E_tot? Going down the list: -21733.699, -137873.082, -7366.281, -52451.931, -31749.829, -9988.904 eV.